The following is a DFT calculation (ωB97M-V/def2-TZVPD) of a 2-piece molecular cluster, C4H7FO2 overall.

For the HOMO energy, the calculation gives -9.6 eV. The molecular weight comes out at 106.1 g/mol. As for the energy: -406.87477 a.u.

Last columns: bonded neighbours and bond lengths (Å).
Element x y z (Å)
1 O 1.7584 0.0450 -0.6540  C2 1.178
2 C 2.2380 -0.7373 0.0844  O1 1.178, C3 1.538, H5 1.145
3 C 1.3646 -1.5574 1.0486  C2 1.538, O4 1.351, H6 1.095, H7 1.090
4 O 0.0729 -1.1648 1.0099  C3 1.351, H8 0.952
5 H 3.3766 -0.8627 0.0857  C2 1.145
6 H 1.7209 -1.3953 2.0718  C3 1.095
7 H 1.5641 -2.6248 0.9585  C3 1.090
8 H -0.5620 -1.8607 1.1454  O4 0.952
9 C -2.2281 2.3078 -0.7760  C10 1.297, H12 1.085, H13 1.029
10 C -1.5721 1.2226 -1.0494  C9 1.297, F11 1.379, H14 1.103
11 F -2.1544 0.1707 -1.7242  C10 1.379
12 H -1.9191 3.0394 -0.0366  C9 1.085
13 H -3.1693 2.4006 -1.1804  C9 1.029
14 H -0.4905 1.0170 -0.9836  C10 1.103

Charges obtained by natural (NBO) population analysis, quoted in units of e: atom 1 (O): -0.51, atom 2 (C): 0.42, atom 3 (C): -0.17, atom 4 (O): -0.70, atom 5 (H): 0.11, atom 6 (H): 0.18, atom 7 (H): 0.19, atom 8 (H): 0.49, atom 9 (C): -0.52, atom 10 (C): 0.25, atom 11 (F): -0.36, atom 12 (H): 0.22, atom 13 (H): 0.21, atom 14 (H): 0.20